(1)
18
Properties=species:S:1:pos:R:3:forces:R:3:mulliken_charge:R:1 method="wB97M-V/def2-TZVPD" smiles=CCSSCCN total_charge=0 e_above_lowest_kj_mol=50.2 molar_mass_da=137.3 lumo_energy_ha=0.0281 energy_ha=-1010.119280 homo_lumo_gap_ev=9.256
N -3.189 -0.114 -0.268 -0.346 0.604 0.876 -0.54
C -2.138 0.010 0.749 0.322 -0.630 -0.275 -0.49
C -1.075 -1.073 0.605 0.955 -0.432 0.338 -0.73
S -0.293 -1.365 -1.057 0.245 1.526 1.003 -0.05
S 0.525 0.564 -1.305 -0.934 -0.138 -0.671 -0.14
C 1.906 0.708 -0.169 0.166 -1.866 0.830 -0.25
C 3.246 0.499 -0.856 0.102 1.082 -0.350 -1.05
H -3.864 0.604 -0.014 -0.085 0.049 -0.475 0.23
H -3.718 -0.974 -0.159 0.275 -0.188 0.059 0.22
H -2.460 0.044 1.805 -0.222 -0.454 -0.219 0.34
H -1.644 0.969 0.637 0.078 0.210 -0.456 0.34
H -1.346 -2.086 0.925 -0.568 0.178 -0.156 0.43
H -0.258 -0.835 1.310 -0.166 0.031 -0.359 0.27
H 1.677 -0.082 0.569 0.463 0.204 -0.144 0.15
H 1.880 1.615 0.422 -0.219 0.479 -0.325 0.37
H 3.273 1.208 -1.694 0.117 -0.192 -0.015 0.28
H 4.082 0.798 -0.219 -0.058 -0.343 0.117 0.34
H 3.397 -0.491 -1.278 -0.125 -0.122 0.222 0.29

(2)
42
Properties=species:S:1:pos:R:3:forces:R:3:mulliken_charge:R:1 method="wB97M-V/def2-TZVPD" total_charge=-2 e_above_lowest_kj_mol=30.9 molar_mass_da=299.3 lumo_energy_ha=0.1915 energy_ha=-1485.291323 homo_lumo_gap_ev=6.499
C 0.071 -1.920 0.723 -0.071 0.162 -0.364 -0.38
C -0.832 -1.482 1.875 0.329 -0.876 0.442 -0.60
S -0.294 -2.233 3.468 0.037 0.096 -0.069 -0.66
N -0.080 -1.030 -0.450 0.770 -0.049 0.302 0.47
C 1.006 -0.327 -0.950 -0.966 -1.491 -0.208 0.30
O 2.161 -0.794 -0.799 -0.638 0.120 -0.650 -0.96
O 0.744 0.739 -1.619 0.147 -2.419 -1.161 -1.15
H 1.115 -1.899 1.030 -0.049 0.085 0.047 0.31
H -0.136 -2.958 0.438 -0.089 0.044 0.133 0.30
H -1.842 -1.869 1.709 -0.080 0.445 -0.195 0.16
H -0.810 -0.397 1.960 -0.245 0.037 -0.131 0.08
H -0.998 -0.623 -0.551 0.028 0.280 -0.100 0.21
H 1.563 1.528 -0.752 0.149 0.082 -0.687 0.63
H 1.241 2.024 0.674 -0.111 0.210 0.160 0.64
O 1.869 2.128 -0.060 1.512 1.623 1.488 -1.07
H 0.700 1.228 2.551 -0.112 0.274 0.216 0.42
H 0.286 2.755 2.601 0.060 -0.036 0.008 0.20
O 0.231 1.984 2.029 -0.135 -0.025 0.353 -0.76
H -1.552 2.499 -0.185 -0.035 0.184 -0.296 0.49
H -1.291 2.055 1.214 -0.145 -0.242 0.211 0.42
O -2.042 2.187 0.604 -0.047 0.140 -0.085 -0.89
H 2.080 -2.404 -1.656 -0.228 -0.233 -0.178 0.37
H 0.703 -2.994 -1.783 0.021 -0.059 0.012 0.32
O 1.598 -3.129 -2.115 0.115 0.134 0.017 -0.71
H -0.142 -1.203 -3.616 -0.119 -0.122 -0.197 0.31
H -0.256 0.153 -3.004 -0.263 -0.144 -0.602 0.50
O -0.656 -0.393 -3.734 0.639 0.227 0.606 -0.79
H 2.845 -0.529 0.631 0.132 -0.041 -0.134 0.34
H 2.887 0.959 0.810 0.165 0.092 -0.108 0.48
O 3.181 0.139 1.251 0.638 0.205 1.046 -0.97
H -3.325 -0.619 0.465 0.141 0.071 0.093 0.25
H -2.809 0.794 0.030 0.018 0.093 0.309 0.43
O -3.249 -0.029 -0.289 -0.130 -0.172 -0.119 -0.75
H -0.104 1.920 -1.646 -0.181 0.588 0.195 0.61
H 0.454 3.098 -0.881 0.310 0.062 0.043 0.38
O -0.302 2.863 -1.427 -1.323 1.098 -0.384 -0.98
H -2.374 -0.692 -3.216 -0.429 -0.193 -0.120 0.45
H -3.263 -0.602 -1.992 -0.271 -0.060 -0.052 0.40
O -3.289 -0.891 -2.921 0.440 0.114 -0.043 -0.75
H 1.108 -0.528 3.519 -0.265 -0.319 0.172 0.12
H 2.238 0.160 2.687 0.477 -0.159 -0.350 0.56
O 1.568 0.333 3.375 -0.193 0.175 0.381 -0.73

(3)
17
Properties=species:S:1:pos:R:3:forces:R:3:mulliken_charge:R:1 method="wB97M-V/def2-TZVPD" smiles=COC[C@H]1C[C@H]1O total_charge=0 e_above_lowest_kj_mol=371.8 molar_mass_da=102.1 lumo_energy_ha=0.0340 energy_ha=-346.883828 homo_lumo_gap_ev=9.966
C 2.335 -0.439 0.763 0.263 -0.057 0.059 -0.77
O 0.962 -0.206 0.567 -0.028 -0.111 0.043 -0.37
C 0.626 -0.021 -0.803 -0.059 -0.223 -0.077 -0.48
C -0.860 0.165 -0.977 -0.293 -1.168 0.683 -0.23
C -1.967 -0.489 -0.038 -0.041 -0.123 0.734 -0.76
C -1.693 0.960 -0.006 -0.500 0.008 -0.032 0.02
O -1.083 1.449 1.147 0.418 0.328 -0.171 -0.58
H 2.641 -1.384 0.290 -0.030 0.133 0.060 0.28
H 2.504 -0.504 1.840 0.012 -0.001 -0.151 0.24
H 2.945 0.377 0.348 -0.100 -0.099 0.066 0.32
H 1.222 0.828 -1.197 -0.466 -0.134 0.128 0.33
H 0.934 -0.903 -1.382 0.048 -0.010 0.097 0.36
H -1.322 -0.498 -1.687 0.462 1.473 -2.073 0.32
H -2.879 -0.776 -0.579 0.615 -0.193 0.175 0.29
H -1.643 -1.147 0.748 -0.154 0.166 0.530 0.24
H -2.442 1.666 -0.347 0.013 -0.086 -0.028 0.35
H -0.280 0.924 1.315 -0.160 0.097 -0.043 0.45

(4)
19
Properties=species:S:1:pos:R:3:forces:R:3:mulliken_charge:R:1 method="wB97M-V/def2-TZVPD" smiles="C[NH2+][C@@]1(C)N=CCS1" total_charge=+1 e_above_lowest_kj_mol=190.3 molar_mass_da=131.2 lumo_energy_ha=-0.1230 energy_ha=-704.518107 homo_lumo_gap_ev=9.758
C -1.332 0.383 -1.571 -1.072 -1.488 -2.758 -0.18
C -1.031 -0.986 -2.243 1.459 1.511 -0.148 -0.49
C -0.045 -0.297 0.164 1.121 -4.100 -0.858 0.56
C -0.542 -0.848 1.503 -2.691 1.335 0.570 -1.23
C 1.313 1.468 1.165 -1.858 0.559 -0.223 -0.87
N -0.831 0.631 -0.464 -0.471 2.126 0.773 -0.44
N 1.334 0.203 0.380 4.050 0.226 -0.405 -0.26
S 0.188 -1.821 -1.175 -0.750 1.491 0.954 -0.12
H -1.996 1.045 -2.235 1.025 -0.487 1.632 0.36
H -1.947 -1.539 -2.402 -0.026 -0.202 -0.203 0.38
H -0.499 -0.688 -3.192 -0.905 -0.652 0.610 0.34
H 0.188 -1.080 2.299 -0.013 -0.590 -0.933 0.33
H -1.338 -1.640 1.280 1.469 0.953 0.668 0.32
H -1.098 0.022 2.002 0.425 -1.112 -0.702 0.38
H 0.421 1.998 0.793 0.374 -0.135 0.489 0.36
H 1.190 1.176 2.177 -0.205 0.073 0.957 0.33
H 2.113 2.159 1.080 1.262 -0.089 -0.478 0.38
H 1.927 -0.507 0.901 -1.323 0.667 -0.464 0.42
H 1.985 0.319 -0.461 -1.871 -0.087 0.520 0.44

(5)
21
Properties=species:S:1:pos:R:3:forces:R:3:mulliken_charge:R:1 method="wB97M-V/def2-TZVPD" smiles="C=C1C=CC=C[C@H]1O/[N+]([O-])=N/N" total_charge=0 e_above_lowest_kj_mol=781.1 molar_mass_da=167.2 lumo_energy_ha=0.0094 energy_ha=-586.622907 homo_lumo_gap_ev=8.358
C -2.002 0.564 -1.420 -0.005 0.572 1.655 -0.55
C -1.900 0.719 -0.087 1.422 -0.009 -0.732 -0.58
C -0.874 0.797 -2.267 1.120 0.050 -0.648 -0.31
C -0.609 0.988 0.604 2.623 2.720 -2.781 0.24
C 0.371 0.879 -1.810 -0.791 -0.251 2.915 -0.75
C 0.662 0.861 -0.345 -1.622 -0.002 0.743 0.80
C 1.845 0.827 0.272 -1.241 -0.034 -5.430 -1.49
N 1.438 -2.637 1.308 -1.885 1.150 -1.075 -0.58
N 1.141 -1.322 1.540 -1.570 0.171 1.140 -0.10
N -0.112 -1.073 1.520 0.877 -1.050 -1.157 1.05
O -0.416 0.240 1.807 -0.009 0.136 0.439 -0.40
O -1.018 -1.833 1.086 0.536 0.483 0.486 -0.79
H -2.902 0.349 -1.919 -1.280 -0.107 -0.175 0.45
H -2.585 0.787 0.694 -2.307 -0.570 0.391 0.46
H -0.957 0.968 -3.332 -0.580 -0.312 -0.071 0.36
H -0.505 2.148 0.834 -0.733 -2.381 0.504 0.34
H 1.140 1.052 -2.467 1.910 0.290 -1.372 0.45
H 2.667 0.685 -0.377 1.193 0.014 -0.276 0.33
H 1.963 0.951 1.240 0.548 0.374 4.346 0.51
H 0.544 -3.168 1.088 1.608 0.224 0.979 0.32
H 2.110 -2.781 2.032 0.185 -1.467 0.117 0.26

(6)
11
Properties=species:S:1:pos:R:3:forces:R:3:mulliken_charge:R:1 method="wB97M-V/def2-TZVPD" total_charge=0 e_above_lowest_kj_mol=374.0 molar_mass_da=70.1 lumo_energy_ha=0.0135 energy_ha=-227.282393 homo_lumo_gap_ev=9.252
C -0.745 0.515 -1.252 0.029 0.063 0.055 -0.62
N -0.560 0.458 0.085 0.020 -0.222 -0.080 -0.11
C 0.665 0.022 0.531 0.003 0.124 -0.021 -0.41
C 0.758 -0.341 1.916 0.027 -0.304 0.900 0.24
N 0.820 -0.675 3.026 -0.060 0.335 -1.135 -0.39
H 0.018 1.031 -1.828 -0.116 -0.123 0.084 0.28
H -1.770 0.617 -1.602 0.218 -0.045 0.086 0.29
H 0.081 -0.918 -1.417 0.052 0.054 0.146 0.05
H -1.352 0.146 0.635 0.103 0.073 -0.063 0.25
H 0.647 -1.113 -0.723 -0.136 0.160 -0.045 0.12
H 1.532 0.529 0.114 -0.139 -0.115 0.075 0.31

What did the fourth record say?
19
Properties=species:S:1:pos:R:3:forces:R:3:mulliken_charge:R:1 method="wB97M-V/def2-TZVPD" smiles="C[NH2+][C@@]1(C)N=CCS1" total_charge=+1 e_above_lowest_kj_mol=190.3 molar_mass_da=131.2 lumo_energy_ha=-0.1230 energy_ha=-704.518107 homo_lumo_gap_ev=9.758
C -1.332 0.383 -1.571 -1.072 -1.488 -2.758 -0.18
C -1.031 -0.986 -2.243 1.459 1.511 -0.148 -0.49
C -0.045 -0.297 0.164 1.121 -4.100 -0.858 0.56
C -0.542 -0.848 1.503 -2.691 1.335 0.570 -1.23
C 1.313 1.468 1.165 -1.858 0.559 -0.223 -0.87
N -0.831 0.631 -0.464 -0.471 2.126 0.773 -0.44
N 1.334 0.203 0.380 4.050 0.226 -0.405 -0.26
S 0.188 -1.821 -1.175 -0.750 1.491 0.954 -0.12
H -1.996 1.045 -2.235 1.025 -0.487 1.632 0.36
H -1.947 -1.539 -2.402 -0.026 -0.202 -0.203 0.38
H -0.499 -0.688 -3.192 -0.905 -0.652 0.610 0.34
H 0.188 -1.080 2.299 -0.013 -0.590 -0.933 0.33
H -1.338 -1.640 1.280 1.469 0.953 0.668 0.32
H -1.098 0.022 2.002 0.425 -1.112 -0.702 0.38
H 0.421 1.998 0.793 0.374 -0.135 0.489 0.36
H 1.190 1.176 2.177 -0.205 0.073 0.957 0.33
H 2.113 2.159 1.080 1.262 -0.089 -0.478 0.38
H 1.927 -0.507 0.901 -1.323 0.667 -0.464 0.42
H 1.985 0.319 -0.461 -1.871 -0.087 0.520 0.44